The following is a quantum chemistry calculation of an isolated ion of composition C3HO3 and charge -1 in a non-equilibrium geometry, from the OMol25 dataset.

Last column: Mulliken charge in e.
Atoms and positions in Å:
O 0.79 1.43 -0.09  -0.41
H -1.67 0.28 -0.96  0.21
C -0.06 0.33 0.63  -0.55
O -1.57 -1.46 0.08  -0.54
O 2.31 -0.39 0.27  -0.64
C -1.04 -0.40 -0.21  0.17
C 1.24 0.19 0.28  0.76

* E_tot: -340.60074 Eh
* ΔE to the lowest compared entry with this formula, charge and spin: 51.3 kcal/mol
* molar mass: 85.04 g mol⁻¹
* SMILES: O=C1O/C1=C/[O-]
* HOMO energy: -3.621 eV
* total charge: -1
* Kohn-Sham gap: 0.2949 hartree
* largest force on an atom: 0.060 Eh/bohr
* LUMO: 4.4 eV
* multiplicity: 1